# 1
This record from the Open Molecules 2025 dataset describes a cluster of 21 separate species, C84H131N5O48 in total in a non-equilibrium geometry. The level of theory is ωB97M-V/def2-TZVPD.

Results
LUMO energy: 0.28 eV
HOMO level: -10.45 eV
HOMO-LUMO gap: 10.7 eV
electronic energy: -194966.1378 eV

Each line ends with the Mulliken charge.
Positions of all 268 atoms, in Å:
C 1.39 -1.01 -9.36  -1.057
C 0.99 -2.38 -8.75  0.084
C -0.23 -3.07 -9.38  -0.131
C -0.20 -3.12 -10.84  0.056
N -0.29 -3.19 -11.98  -0.443
H 1.47 -1.00 -10.46  0.432
H 2.30 -0.74 -8.85  0.314
H 0.73 -0.23 -9.08  0.199
H 0.80 -2.33 -7.68  -0.079
H 1.86 -3.05 -8.87  0.320
H -1.14 -2.62 -9.11  -0.005
H -0.27 -4.10 -9.14  0.364
C 6.97 1.83 1.48  -1.628
C 6.15 0.70 0.81  2.356
C 5.06 -0.01 1.67  3.428
C 5.57 -0.68 2.82  0.033
N 6.08 -1.27 3.66  -0.742
H 7.16 1.56 2.52  0.339
H 6.35 2.66 1.39  0.213
H 7.92 1.96 0.97  0.520
H 6.81 -0.04 0.34  -0.913
H 5.65 1.08 -0.05  -1.016
H 4.60 -0.81 1.06  -1.269
H 4.35 0.70 1.97  -0.964
C 0.00 -6.63 5.36  -1.004
C -0.46 -6.69 3.92  -0.129
C -1.38 -5.55 3.64  0.888
C -2.14 -5.87 2.39  -0.157
N -2.83 -6.14 1.51  -0.646
H -0.73 -6.91 6.08  0.466
H 0.50 -5.64 5.66  -0.062
H 0.85 -7.36 5.56  0.341
H -0.91 -7.62 3.68  0.529
H 0.45 -6.62 3.31  0.002
H -0.77 -4.73 3.35  -0.816
H -2.04 -5.26 4.39  0.676
C 2.79 -5.69 -1.10  -1.304
C 3.18 -5.66 0.39  0.090
C 4.53 -5.04 0.66  0.000
C 4.58 -3.66 0.25  0.398
N 4.80 -2.56 -0.01  -0.284
H 1.80 -6.21 -1.20  0.390
H 3.56 -6.24 -1.66  0.456
H 2.81 -4.77 -1.68  0.071
H 3.18 -6.66 0.84  0.470
H 2.43 -5.03 0.97  -0.254
H 5.27 -5.50 0.00  0.419
H 4.73 -5.01 1.68  -0.565
C 1.63 -0.63 -0.74  -0.204
C 0.47 0.32 -0.35  1.168
C -0.17 0.91 -1.62  2.181
C -0.96 2.08 -1.37  -0.440
N -1.46 3.07 -1.16  -0.342
H 1.20 -1.36 -1.45  -0.867
H 1.93 -1.24 0.09  0.241
H 2.49 -0.09 -1.07  -0.139
H 0.83 1.14 0.24  0.326
H -0.29 -0.23 0.20  0.348
H -0.69 0.16 -2.20  -0.896
H 0.61 1.15 -2.38  -1.009
C 0.03 4.02 -7.52  -1.456
C 0.73 3.19 -6.47  0.383
C -0.04 3.18 -5.14  0.137
O -0.13 1.80 -4.75  0.523
C 0.42 1.01 -5.77  0.257
O 0.52 -0.17 -5.74  -0.417
O 0.87 1.79 -6.77  -0.335
H -0.98 3.56 -7.70  0.268
H 0.62 4.15 -8.46  0.409
H -0.07 5.00 -7.04  0.370
H 1.76 3.47 -6.29  0.067
H -1.06 3.55 -5.35  0.382
H 0.52 3.78 -4.32  -0.341
C 1.15 5.53 -1.26  -1.562
C 2.33 4.81 -1.84  1.040
C 3.71 5.40 -1.36  -0.856
O 4.38 4.35 -0.64  -0.365
C 3.57 3.30 -0.59  -0.180
O 3.79 2.32 0.03  -0.586
O 2.42 3.50 -1.31  0.863
H 1.20 5.73 -0.19  0.175
H 0.26 4.95 -1.50  0.093
H 1.12 6.50 -1.75  0.536
H 2.33 4.73 -2.90  -0.154
H 3.60 6.32 -0.78  0.368
H 4.37 5.58 -2.22  0.397
C -0.24 -2.75 -3.10  -0.988
C -1.34 -3.07 -2.15  1.539
C -1.52 -4.58 -1.89  -0.347
O -0.89 -4.80 -0.62  -0.405
C -0.76 -3.64 0.05  0.112
O -0.46 -3.48 1.17  -0.037
O -1.07 -2.53 -0.80  0.255
H -0.47 -3.02 -4.13  0.604
H 0.67 -3.29 -2.84  0.229
H 0.00 -1.67 -3.12  -0.452
H -2.31 -2.55 -2.39  -0.978
H -1.00 -5.22 -2.63  0.359
H -2.55 -4.96 -1.85  0.096
C -5.30 1.01 5.67  -1.203
C -4.18 0.04 5.67  0.465
C -4.41 -1.37 6.17  -0.679
O -3.56 -2.17 5.33  -0.314
C -3.09 -1.38 4.31  -0.618
O -2.31 -1.75 3.46  0.348
O -3.74 -0.19 4.34  0.220
H -6.06 0.47 5.06  0.207
H -4.98 1.89 5.10  0.103
H -5.68 1.21 6.67  0.482
H -3.28 0.50 6.16  0.255
H -5.41 -1.81 6.07  0.303
H -4.10 -1.43 7.19  0.401
C 8.00 -3.61 5.14  -1.123
C 8.51 -3.86 3.73  0.246
C 7.59 -4.45 2.64  0.262
O 7.64 -3.52 1.60  0.036
C 8.44 -2.50 1.94  0.355
O 8.68 -1.58 1.26  -0.467
O 8.99 -2.66 3.17  -0.413
H 7.24 -2.87 4.99  0.229
H 8.79 -3.03 5.63  0.320
H 7.52 -4.40 5.73  0.366
H 9.38 -4.56 3.76  0.285
H 6.55 -4.62 3.01  -0.444
H 7.98 -5.38 2.28  0.409
C -6.82 2.07 -2.67  -0.760
C -6.77 2.68 -4.01  0.293
C -6.61 4.23 -3.95  0.111
O -5.35 4.40 -4.55  -0.375
C -4.79 3.24 -5.01  0.566
O -3.85 3.12 -5.66  -0.517
O -5.55 2.17 -4.56  -0.150
H -7.74 2.35 -2.08  0.346
H -5.87 2.34 -2.18  -0.167
H -6.68 0.98 -2.80  0.313
H -7.59 2.39 -4.70  0.317
H -6.51 4.58 -2.91  -0.166
H -7.33 4.73 -4.67  0.252
C -4.38 6.41 2.34  -1.154
C -4.26 6.25 0.89  0.411
C -3.70 4.92 0.33  0.245
O -4.94 4.28 -0.04  0.104
C -5.92 5.18 -0.09  0.279
O -7.00 4.98 -0.53  -0.564
O -5.58 6.39 0.33  -0.418
H -3.38 6.58 2.80  0.381
H -4.96 5.55 2.82  0.050
H -5.00 7.27 2.53  0.403
H -3.61 7.00 0.46  0.437
H -3.29 4.27 1.08  -0.334
H -3.10 4.95 -0.57  0.191
C 8.00 -0.60 -2.51  -0.508
C 7.77 -2.12 -2.72  -0.081
C 7.68 -2.89 -1.36  0.689
O 6.80 -3.99 -1.62  -0.351
C 5.99 -3.56 -2.66  0.562
O 5.01 -4.21 -2.93  -0.558
O 6.42 -2.44 -3.24  -0.268
H 7.40 -0.32 -1.63  -0.314
H 7.65 -0.15 -3.44  0.334
H 9.04 -0.34 -2.35  0.466
H 8.48 -2.62 -3.27  0.509
H 7.24 -2.24 -0.59  -0.882
H 8.63 -3.20 -0.97  0.552
C -10.76 5.35 4.33  -1.245
C -9.71 4.29 3.95  0.068
C -8.58 5.00 3.11  0.275
O -7.78 5.43 4.17  -0.368
C -8.06 4.79 5.33  0.697
O -7.48 4.98 6.35  -0.577
O -9.01 3.88 5.09  -0.400
H -11.25 5.44 3.31  0.337
H -10.33 6.24 4.71  0.312
H -11.50 4.90 4.99  0.373
H -10.05 3.42 3.42  0.511
H -8.85 5.80 2.40  0.372
H -7.92 4.25 2.59  -0.269
C -2.77 0.04 -3.99  0.363
C -3.86 -0.72 -4.85  0.177
C -3.39 -1.03 -6.27  -0.496
O -2.56 -2.24 -5.94  -0.236
C -3.16 -2.92 -4.95  0.514
O -2.81 -4.01 -4.60  -0.534
O -4.06 -2.08 -4.33  -0.416
H -1.80 -0.51 -4.19  -0.567
H -3.05 -0.01 -2.95  -0.344
H -2.72 1.05 -4.33  0.479
H -4.82 -0.25 -4.82  0.537
H -2.68 -0.26 -6.55  0.149
H -4.17 -1.26 -7.03  0.357
C -4.83 -0.52 -0.47  0.112
C -4.68 0.08 0.88  2.868
C -3.58 1.07 1.16  0.978
O -4.18 1.95 2.12  -0.157
C -5.52 1.89 2.05  0.400
O -6.23 2.65 2.61  -0.739
O -5.89 0.88 1.23  -0.474
H -4.63 0.23 -1.31  -0.389
H -5.88 -0.89 -0.67  0.522
H -4.24 -1.44 -0.64  -1.023
H -4.61 -0.70 1.67  -1.500
H -3.24 1.64 0.28  -0.387
H -2.69 0.67 1.66  -0.429
C 0.82 -2.82 4.99  -1.162
C 2.12 -2.92 4.27  1.757
C 3.37 -2.83 5.20  -0.310
O 4.06 -4.11 5.02  -0.417
C 3.38 -4.85 4.14  0.308
O 3.70 -5.94 3.77  -0.610
O 2.29 -4.17 3.63  -0.179
H 0.78 -1.88 5.51  0.609
H 0.79 -3.59 5.74  0.434
H -0.04 -2.82 4.34  -0.434
H 2.25 -2.14 3.43  -0.661
H 3.09 -2.68 6.26  0.339
H 4.06 -2.06 4.95  0.130
C 3.84 -0.37 -4.16  -1.262
C 3.87 1.03 -3.53  1.990
C 5.24 1.68 -3.26  0.247
O 4.98 3.06 -3.55  -0.472
C 3.84 3.20 -4.24  0.223
O 3.50 4.27 -4.68  -0.631
O 3.22 2.03 -4.39  -0.093
H 2.84 -0.53 -4.55  -0.025
H 4.06 -1.16 -3.43  0.061
H 4.59 -0.43 -4.93  0.533
H 3.20 1.00 -2.67  -0.933
H 6.01 1.42 -3.96  0.150
H 5.56 1.67 -2.23  -0.014
C 4.39 2.93 4.60  -0.428
C 4.14 4.45 4.49  0.043
C 5.02 5.33 3.62  -0.593
O 4.42 5.17 2.35  -0.283
C 3.10 4.85 2.53  0.402
O 2.29 4.75 1.63  -0.424
O 2.86 4.56 3.76  -0.305
H 5.34 2.74 5.16  0.527
H 4.57 2.49 3.60  -0.180
H 3.47 2.56 5.09  0.082
H 3.97 4.81 5.48  0.507
H 6.07 4.94 3.59  0.333
H 5.00 6.38 3.98  0.272
C -5.41 -4.03 -0.09  -1.036
C -5.94 -3.88 1.38  0.239
C -4.89 -3.74 2.50  0.110
O -5.50 -2.73 3.34  -0.207
C -6.52 -2.08 2.65  0.488
O -7.08 -1.11 3.03  -0.507
O -6.66 -2.63 1.47  -0.380
H -6.19 -3.82 -0.79  0.557
H -5.12 -5.05 -0.33  0.491
H -4.60 -3.39 -0.25  -0.430
H -6.63 -4.63 1.66  0.496
H -3.95 -3.33 2.11  -0.280
H -4.78 -4.68 3.03  0.554
C -0.87 2.54 4.24  -1.327
C 0.04 1.41 3.85  2.152
C 1.21 1.65 2.86  0.957
O 2.27 0.84 3.45  0.505
C 1.94 0.44 4.70  -0.407
O 2.67 -0.15 5.47  -0.530
O 0.69 0.91 5.03  -0.408
H -0.30 3.49 4.21  0.277
H -1.42 2.37 5.16  0.339
H -1.66 2.62 3.47  0.050
H -0.65 0.63 3.45  -0.525
H 1.56 2.66 2.69  -0.579
H 0.97 1.14 1.86  -1.018

# 2
This record from the Open Molecules 2025 dataset describes the molecule C18H13F2NO in a non-equilibrium geometry. The level of theory is ωB97M-V/def2-TZVPD.

Results
SMILES: O=C(Cc1cccc2ccccc12)Nc1c(F)cccc1F
LUMO energy: 0.36 eV
HOMO level: -8.32 eV
relative energy (zero: lowest compared OMol25 entry of this formula, charge and spin): 1241.5 kJ/mol
HOMO-LUMO gap: 8.7 eV
electronic energy: -27835.8950 eV

Each line ends with the Mulliken charge.
Positions of all 35 atoms, in Å:
O 1.73 1.83 -1.44  -0.644
C 0.82 1.34 -0.64  0.243
C -0.24 2.08 -0.32  -0.543
C -1.56 1.11 -0.59  -0.301
C -1.49 0.28 -1.59  -0.598
C -2.68 -0.73 -1.62  -0.798
C -3.55 -0.66 -0.81  -0.408
C -3.63 -0.01 0.26  1.207
C -4.56 0.15 1.26  -0.599
C -4.73 0.92 2.38  -0.834
C -3.62 1.94 2.52  -0.635
C -2.71 1.62 1.79  0.134
C -2.67 1.02 0.53  0.633
N 1.02 0.14 0.16  0.031
C 2.21 -0.71 -0.12  -0.109
C 2.95 -1.32 1.04  0.412
F 2.36 -0.91 2.20  -0.299
C 4.03 -2.14 0.96  -0.527
C 4.67 -2.17 -0.44  -0.356
C 3.99 -1.81 -1.54  -0.449
C 2.71 -1.20 -1.51  0.522
F 2.17 -0.66 -2.37  -0.137
H -0.47 2.83 -1.05  0.205
H -0.22 2.32 0.68  0.548
H -0.74 0.27 -2.19  0.983
H -2.57 -1.46 -2.64  0.174
H -4.44 -1.50 -0.89  0.050
H -5.54 -0.59 0.97  -0.035
H -5.50 0.91 2.91  0.664
H -3.80 2.43 3.50  0.356
H -1.95 2.60 1.63  0.029
H 0.56 -0.17 0.84  0.329
H 4.59 -2.39 2.04  0.255
H 5.54 -3.06 -0.30  0.226
H 4.23 -2.19 -2.60  0.270

# 3
This record from the Open Molecules 2025 dataset describes a cluster of 10 separate species, C35H92N2O13 in total in a non-equilibrium geometry. The level of theory is ωB97M-V/def2-TZVPD.

Results
SMILES: COCCNCCOC.COCCNCCOC.CC(C)O.CC(C)O.CC(C)O.CC(C)O.CC(C)O.CC(C)O.CC(C)O.OCCO
LUMO energy: 0.24 eV
HOMO level: -8.85 eV
relative energy (zero: lowest compared OMol25 entry of this formula, charge and spin): 0.0 kJ/mol
HOMO-LUMO gap: 9.1 eV
electronic energy: -67380.9857 eV

Each line ends with the Mulliken charge.
Positions of all 142 atoms, in Å:
C -1.65 1.51 2.67  -0.439
O -2.43 2.29 1.77  -0.278
C -3.53 1.55 1.27  0.557
C -4.72 2.44 0.98  -1.378
N -4.43 3.52 0.04  -0.377
C -4.51 3.09 -1.36  0.087
C -4.07 4.22 -2.27  -1.023
O -2.81 4.67 -1.84  -0.222
C -1.93 5.12 -2.85  -0.919
H -0.80 2.12 2.99  -0.055
H -1.24 0.69 2.07  -0.069
H -2.20 1.11 3.52  0.602
H -3.84 0.71 1.91  0.432
H -3.27 1.02 0.34  -0.359
H -5.13 2.86 1.91  0.364
H -5.54 1.76 0.71  0.444
H -3.49 3.78 0.32  0.324
H -5.55 2.83 -1.55  0.571
H -3.86 2.22 -1.52  -0.104
H -4.74 5.08 -2.21  0.330
H -4.09 3.81 -3.29  0.436
H -0.93 5.23 -2.44  0.380
H -2.27 6.12 -3.16  0.327
H -1.91 4.46 -3.71  0.323
C 1.57 -2.17 -3.62  -0.457
O 0.33 -2.48 -3.00  -0.105
C 0.05 -3.88 -3.05  -0.895
C -1.42 -4.01 -2.72  0.121
N -2.23 -3.25 -3.66  -0.236
C -3.66 -3.36 -3.38  -0.578
C -4.43 -2.44 -4.28  -0.658
O -3.98 -1.10 -4.29  -0.377
C -3.99 -0.45 -3.04  0.075
H 1.50 -2.33 -4.70  0.355
H 2.36 -2.76 -3.16  0.249
H 1.81 -1.12 -3.45  -0.222
H 0.65 -4.37 -2.28  0.273
H 0.29 -4.37 -4.00  0.535
H -1.55 -3.68 -1.68  -0.407
H -1.78 -5.04 -2.75  0.564
H -1.91 -2.29 -3.71  0.314
H -3.89 -3.28 -2.31  0.201
H -3.96 -4.35 -3.74  0.426
H -5.50 -2.54 -4.02  0.377
H -4.40 -2.79 -5.31  0.329
H -5.01 -0.20 -2.73  0.343
H -3.43 0.47 -3.16  -0.091
H -3.55 -1.03 -2.22  -0.101
C -2.97 -3.99 3.19  -1.370
C -2.68 -3.86 1.70  0.655
C -2.97 -2.48 1.12  -0.626
O -1.34 -4.26 1.42  -0.633
H -2.75 -5.02 3.48  0.377
H -3.99 -3.78 3.51  0.359
H -2.27 -3.36 3.75  0.136
H -3.28 -4.62 1.18  0.285
H -2.42 -1.76 1.73  -0.096
H -4.04 -2.25 1.20  0.646
H -2.67 -2.41 0.08  -0.085
H -0.93 -3.48 1.04  0.084
C -0.41 0.19 -0.75  0.493
C 0.60 -0.70 -0.02  2.832
C 0.47 -0.52 1.49  0.267
O 0.22 -2.04 -0.33  0.519
H -0.14 1.25 -0.69  -1.046
H -1.43 0.13 -0.35  -1.236
H -0.46 -0.09 -1.80  0.708
H 1.60 -0.48 -0.37  -0.908
H 1.00 -1.32 2.00  0.035
H -0.58 -0.60 1.78  -1.128
H 0.80 0.46 1.82  -0.233
H 0.11 -2.13 -1.31  -0.251
C 4.30 -1.97 0.37  -0.893
C 4.33 -3.50 0.57  0.758
C 3.39 -4.21 -0.40  -1.126
O 5.62 -3.98 0.30  -0.615
H 3.26 -1.64 0.46  -0.180
H 4.73 -1.64 -0.58  0.402
H 4.90 -1.47 1.13  0.581
H 3.98 -3.72 1.59  -0.037
H 2.38 -3.81 -0.34  0.033
H 3.36 -5.28 -0.22  0.457
H 3.76 -4.01 -1.40  0.314
H 6.32 -3.47 0.73  0.348
C 2.36 -2.32 3.81  -1.339
C 1.07 -2.38 4.61  1.814
C 0.97 -3.62 5.52  -1.626
O 1.08 -1.21 5.43  -0.562
H 2.44 -3.11 3.06  0.387
H 3.24 -2.37 4.45  0.506
H 2.46 -1.36 3.30  -0.027
H 0.16 -2.41 3.99  -0.538
H 0.10 -3.51 6.17  0.412
H 1.82 -3.75 6.20  0.353
H 0.89 -4.52 4.91  0.384
H 0.20 -1.07 5.79  0.296
C -0.12 4.28 1.70  -1.915
C 0.32 3.47 0.51  3.615
C -0.16 4.04 -0.83  -1.789
O 1.75 3.38 0.53  -0.812
H 0.31 3.94 2.65  0.297
H -1.21 4.27 1.81  0.251
H 0.18 5.31 1.54  0.511
H -0.07 2.44 0.50  -1.904
H -0.14 5.13 -0.84  0.641
H -1.18 3.71 -1.06  0.364
H 0.45 3.82 -1.72  0.651
H 2.00 2.75 -0.18  0.385
C -0.01 2.09 -3.84  -0.888
C 1.05 1.49 -4.76  0.639
C 1.23 2.43 -5.96  -1.568
O 2.28 1.50 -4.02  -0.573
H -0.99 1.96 -4.29  0.656
H 0.08 3.17 -3.77  0.278
H 0.01 1.68 -2.83  -0.324
H 0.82 0.46 -5.03  0.096
H 0.25 2.67 -6.41  0.355
H 1.76 2.05 -6.84  0.456
H 1.64 3.38 -5.63  0.367
H 2.98 1.27 -4.64  0.268
C 2.87 1.48 3.73  -0.180
C 3.38 1.68 5.14  0.163
C 2.53 2.64 5.98  -1.394
O 3.40 0.43 5.85  -0.606
H 3.63 0.98 3.13  -0.117
H 2.66 2.45 3.28  0.462
H 1.92 0.94 3.75  -0.096
H 4.40 2.06 5.10  0.469
H 2.49 3.62 5.50  0.374
H 3.11 2.83 6.88  0.406
H 1.55 2.22 6.20  0.242
H 2.56 -0.02 5.62  0.293
O 4.44 2.75 0.74  -0.633
C 4.64 1.48 0.18  -0.082
C 4.11 1.40 -1.24  -0.506
O 2.70 1.49 -1.15  -0.018
H 3.49 2.88 0.93  0.501
H 5.71 1.26 0.20  0.494
H 4.28 0.69 0.85  -0.362
H 4.49 0.49 -1.71  0.391
H 4.53 2.22 -1.83  0.331
H 2.37 1.41 -2.06  -0.067

# 4
This record from the Open Molecules 2025 dataset describes the molecule C5H10N2O in a non-equilibrium geometry. The level of theory is ωB97M-V/def2-TZVPD.

Results
LUMO energy: 1.09 eV
HOMO level: -8.16 eV
relative energy (zero: lowest compared OMol25 entry of this formula, charge and spin): 467.5 kJ/mol
HOMO-LUMO gap: 9.2 eV
electronic energy: -10370.4604 eV

Each line ends with the Mulliken charge.
Positions of all 18 atoms, in Å:
C 0.63 -0.99 -0.81  -0.018
C 1.25 0.23 -0.44  0.128
C -0.69 0.89 0.35  -0.444
C 2.53 0.15 0.33  -1.183
C -2.42 -0.78 0.54  -0.970
N -0.56 -1.24 -0.74  -0.713
N -1.36 -0.27 -0.25  0.318
O -0.86 2.03 -0.36  -0.475
H 1.12 -1.91 -1.04  0.471
H 1.13 1.08 -1.28  0.099
H -0.62 1.23 1.35  0.410
H 2.76 1.14 0.74  0.342
H 3.27 -0.09 -0.44  0.323
H 2.54 -0.66 1.14  0.296
H -2.12 -1.59 1.16  0.327
H -2.74 0.11 1.16  0.386
H -3.12 -1.13 -0.12  0.296
H -0.72 1.78 -1.30  0.408

- The highest HOMO level belongs to which entry?
  C5H10N2O

- Which of these has the highest electronic energy?
  C5H10N2O